13
Properties=species:S:1:pos:R:3:forces:R:3:lowdin_spin:R:1 method="wB97M-V/def2-TZVPD" relative_energy_kj_mol=213.01 s2=2.007 charge=+1 multiplicity=3
C 1.32391 0.63106 0.24012 -1.4 -3.2 1.2 0.0145
C -0.87617 -0.25064 -0.44936 4.1 -1.0 -1.6 0.4509
N -0.21408 -1.50989 -0.16498 -1.7 0.8 -6.3 0.1731
N -0.19076 0.82277 0.30948 1.6 4.4 -2.6 0.0410
I -3.02517 0.00288 0.24055 -3.6 0.0 1.1 1.2825
H 1.49397 -0.33331 0.80623 0.1 1.3 -0.9 0.0019
H 1.68704 0.53987 -0.73796 -0.2 -0.6 -1.7 0.0009
H 1.94580 1.33673 0.62918 0.8 2.6 1.8 0.0017
H -0.73953 0.01675 -1.55195 -0.3 -0.5 1.5 0.0092
H -0.15079 -1.88216 0.70660 -0.3 -1.5 2.9 0.0083
H -0.34703 -2.16414 -1.02608 0.4 1.2 2.7 0.0019
H -0.47580 1.79564 -0.30579 1.0 -3.1 2.6 0.0072
H -0.43138 0.99443 1.30396 -0.5 -0.4 -0.6 0.0069

***

16
Properties=species:S:1:pos:R:3:forces:R:3:lowdin_spin:R:1 method="wB97M-V/def2-TZVPD" e_tot_ev=-18866.431 s2=2.021 charge=+1 multiplicity=3
C -1.17901 1.40784 -0.44468 -4.0 -6.3 -1.0 0.0991
C -1.81796 -0.86810 -0.13620 0.2 0.0 -1.4 0.0141
C -0.29415 -0.65659 0.00792 -2.3 -0.8 1.6 0.0118
C 1.23210 1.29003 -0.14998 1.1 0.7 1.7 0.0105
N -1.75762 2.46522 -0.05117 2.1 3.2 0.4 0.5002
N -2.22895 0.29632 -0.94504 3.3 2.5 -0.1 0.1826
N -0.11391 0.75195 -0.11610 1.2 2.1 0.7 0.0924
O -2.71788 2.96723 -0.57648 -1.1 1.3 0.1 0.8217
I -4.05358 0.94124 -1.31350 -1.2 -1.2 -0.3 0.2448
H -2.11232 -1.81871 -0.60873 0.4 0.4 0.1 0.0031
H -2.33811 -0.75119 0.74321 -1.0 -0.3 2.5 0.0034
H 0.21231 -1.19860 0.82300 -0.6 1.1 0.7 0.0048
H 0.08832 -1.18553 -0.74751 2.0 -1.4 -3.7 0.0033
H 1.46882 2.37380 0.19026 -1.2 -1.9 -0.5 0.0027
H 1.64805 1.11593 -1.11099 0.3 0.1 -1.1 0.0049
H 1.72697 0.58422 0.50428 0.8 0.4 0.3 0.0007

***

59
Properties=species:S:1:pos:R:3:forces:R:3:nbo_charge:R:1 method="wB97M-V/def2-TZVPD" relative_energy_kj_mol=245.71
C 1.03498 4.38213 1.87296 0.0 0.7 -0.7 -0.6337
C 0.23840 5.60115 1.45985 0.2 0.2 1.5 -0.0568
O 1.07184 6.47048 0.75343 -0.5 1.6 -1.9 -0.7208
H 2.06846 4.69694 2.08382 -0.4 -0.2 0.1 0.2171
H 1.00324 3.70532 1.05017 0.4 -0.8 -0.6 0.2187
H 0.56846 3.87830 2.69477 -0.1 -0.2 0.7 0.2087
H -0.02282 6.14949 2.37723 -0.7 -0.3 -0.1 0.1471
H -0.61859 5.36698 0.83699 -0.4 -0.3 0.3 0.1545
H 0.44624 7.08971 0.28326 1.4 -0.8 0.7 0.4643
C 3.67093 0.51255 1.73810 -2.0 2.0 1.3 -0.6136
C 3.60817 1.41095 0.56222 0.0 -2.0 -0.2 -0.0598
O 3.22115 0.57995 -0.56454 0.3 1.5 0.0 -0.7492
H 2.72190 0.05943 2.00161 -0.1 -0.2 -0.2 0.2139
H 3.93124 1.15300 2.57074 0.2 0.1 0.5 0.2082
H 4.42089 -0.16618 1.64025 2.0 -2.2 -0.3 0.2009
H 4.56890 1.84643 0.50133 1.4 0.3 -1.0 0.1596
H 2.99895 2.23227 0.76204 -1.8 1.1 -0.2 0.1822
H 2.75883 1.14060 -1.19791 0.0 -0.1 0.1 0.4850
C -1.34558 -1.10389 -2.47488 -0.2 -1.0 -2.3 -0.6515
C -0.62531 0.21205 -2.51762 -2.3 0.9 -0.6 -0.0730
O 0.59238 0.24493 -1.91183 3.7 -0.7 -1.0 -0.7386
H -0.90041 -1.92298 -3.13609 -0.3 1.1 0.9 0.2163
H -2.30966 -0.85124 -3.00767 0.5 -0.7 1.2 0.2276
H -1.40294 -1.49597 -1.45184 -0.5 0.2 -0.4 0.2207
H -1.17166 0.82842 -1.81397 -0.8 0.7 -0.4 0.1709
H -0.63256 0.68975 -3.53864 0.0 -0.5 0.9 0.1721
H 1.24919 -0.11336 -2.55359 -0.3 0.4 0.8 0.4871
C -0.28025 -1.03605 1.79077 -0.1 2.4 2.7 -0.6275
C -0.51765 0.47246 1.59832 -1.6 -1.7 -3.5 -0.0524
O 0.31367 1.11203 0.60368 0.2 0.5 2.5 -0.7531
H 0.76624 -1.12298 1.92044 1.2 -0.6 0.5 0.2137
H -0.54180 -1.60403 0.98800 -0.9 -1.5 -2.4 0.2018
H -0.85218 -1.39526 2.68566 0.7 0.3 -0.7 0.2106
H -0.54629 0.98002 2.49307 0.9 1.4 1.9 0.1763
H -1.55032 0.57124 1.23379 -0.1 0.0 0.1 0.1381
H 0.17574 0.75824 -0.26026 0.0 -0.7 -0.6 0.4825
C -3.20945 -5.01171 -1.19221 0.1 -1.1 0.6 -0.6458
C -1.86455 -4.64556 -0.68816 0.6 0.5 0.2 -0.0567
O -1.06071 -4.10045 -1.69748 0.4 -0.5 -1.2 -0.7332
H -3.31443 -6.03492 -1.60068 0.0 0.4 0.6 0.2086
H -3.45676 -4.33303 -1.95792 -0.6 1.0 -0.9 0.2080
H -3.76891 -4.78116 -0.30216 -1.4 -0.7 -0.1 0.2240
H -1.36375 -5.44390 -0.14779 0.2 -0.1 0.1 0.1846
H -1.99406 -3.79318 -0.03980 0.0 0.1 0.7 0.1628
H -1.20300 -4.63588 -2.48680 0.4 0.1 0.0 0.4718
C 2.02614 -2.99962 -0.25202 1.5 -5.9 1.9 0.7583
O 1.97177 -4.28785 0.24221 0.1 6.3 -2.0 -0.7615
N 3.07722 -2.18554 -0.08443 2.6 -0.7 3.1 -0.8540
N 1.16444 -2.54081 -1.12778 -1.7 1.8 -1.2 -0.8607
H 3.74430 -2.53975 0.69130 -1.6 1.1 -2.0 0.4024
H 3.07174 -1.17350 -0.30043 -0.1 -0.9 0.2 0.4294
H 0.36384 -3.10770 -1.24322 -0.9 -0.7 -0.4 0.4265
H 1.02229 -1.52796 -1.33468 0.5 -1.5 0.7 0.3894
C -3.65181 1.72521 0.34064 -0.6 -0.1 -0.5 -0.2612
O -4.81783 2.24627 -0.35422 1.3 -5.1 -0.9 -0.7134
H -3.12788 0.93888 -0.20729 -0.6 0.1 -0.5 0.1738
H -3.82073 1.28791 1.33240 -0.5 0.4 -0.1 0.1701
H -2.96697 2.53027 0.39487 1.0 0.7 0.5 0.1719
H -4.93264 3.08112 -0.05799 -0.7 4.1 1.4 0.4570